The following is a DFT calculation (the ωB97M-V functional and the def2-TZVPD basis) of an isolated molecule of C2H4N2O2S in a non-equilibrium geometry.

The geometry in XYZ format:
```
11
Properties=species:S:1:pos:R:3:forces:R:3:mulliken_charge:R:1
C 0.39753 -0.99456 -0.28237 1.2002 -0.8511 -0.0784 0.236
C 0.90510 1.32255 -0.70221 -2.3787 4.0156 -0.6676 0.209
H -1.60112 -1.07925 1.48747 -0.3864 -0.4134 0.1973 0.158
H 1.22917 -1.00405 -1.03288 -0.6742 -0.6066 0.7951 0.127
H -0.89125 1.73322 0.68475 -0.4712 -2.0967 -0.0873 0.350
H 1.70635 0.86816 -1.28131 0.3353 0.2933 0.0727 0.256
N -0.08484 -2.12009 0.12100 0.0423 2.1503 -0.8769 -0.399
N 0.24723 0.40193 0.04858 -0.5583 -2.3171 -0.2132 0.176
O -0.96003 0.70017 0.65825 0.6560 3.3704 0.0051 -0.439
O 0.51129 2.53866 -0.80309 1.4763 -4.2816 0.8937 -0.593
S -1.45944 -2.36673 1.10180 0.7586 0.7369 -0.0406 -0.082
```
Forces are in eV/Å.

Output
total charge = 0
multiplicity = 1
HOMO energy = -8.93 eV
lowest unoccupied orbital energy = 0.4 eV
SMILES = O=CN(O)/C=N\S
electronic energy = -20046.1362 eV
molar mass = 120.1 g mol⁻¹